Record 1
The following is a quantum chemistry calculation of a molecular structure, C9H18ClCoIO3P in a non-equilibrium geometry, from the OMol25 dataset.

Each line ends with the Löwdin charge.
Cartesian coordinates (Å):
C (-1.008, -2.726, -0.721)  0.00
C (0.183, -1.872, -0.501)  -0.22
H (-0.654, -3.739, -0.948)  0.14
H (-1.626, -2.359, -1.551)  0.09
H (-1.621, -2.735, 0.190)  0.12
O (1.333, -2.163, -0.317)  0.25
I (0.382, 2.580, 0.815)  1.16
Co (-0.082, 0.194, -0.118)  -0.20
P (0.048, 0.766, -2.119)  0.68
C (1.714, 1.224, -2.670)  -0.20
C (-0.506, -0.464, -3.322)  -0.20
H (-1.956, 2.099, -1.968)  0.03
H (-1.129, 2.286, -3.552)  0.08
H (-0.500, 3.135, -2.084)  0.03
C (-0.986, 2.229, -2.465)  -0.24
H (-1.544, -0.735, -3.106)  0.06
H (-0.421, 0.003, -4.308)  0.08
H (1.647, 1.538, -3.716)  0.08
H (2.366, 0.348, -2.574)  0.07
H (0.135, -1.349, -3.261)  0.07
H (2.111, 2.037, -2.052)  0.06
C (1.635, 0.420, 0.225)  -0.48
O (2.743, 0.304, 0.538)  0.21
Cl (-2.327, 0.122, -0.139)  0.25
C (-1.036, 0.634, 4.043)  0.01
C (-0.070, -0.307, 3.390)  -0.47
C (1.093, -0.742, 4.221)  0.02
O (-0.214, -0.754, 2.257)  -0.04
H (-0.874, 0.612, 5.121)  0.09
H (-2.058, 0.322, 3.816)  0.11
H (-0.918, 1.658, 3.672)  0.07
H (1.244, -1.807, 4.050)  0.11
H (1.994, -0.226, 3.888)  0.10
H (0.901, -0.534, 5.265)  0.09

Cartesian forces (eV/Å) of the 2 atoms listed first:
C -1.1 -0.1 -0.5
C 4.9 -3.1 0.5

## Properties
Kohn-Sham gap (spin up / spin down) = 0.2090 / 0.1728 Eh
Net charge = +2
Total energy = -83286.158 eV
Spin multiplicity = 5
ΔE to the lowest compared entry with this formula, charge and spin = 0.0 kJ/mol

***

Record 2
The following is a quantum chemistry calculation of 2 unconnected molecules or ions with the total composition C2H4BrNS in a non-equilibrium geometry, from the OMol25 dataset.

Each line ends with the Löwdin charge.
Cartesian coordinates (Å):
C (2.575, 0.624, 0.039)  -0.86
C (-1.531, 0.073, -0.317)  -0.48
N (1.644, 1.265, 0.193)  0.09
S (-0.916, -1.574, 0.282)  0.62
Br (4.035, -0.365, -0.178)  0.82
H (-0.794, 0.810, 0.006)  -0.03
H (-2.675, 0.340, -0.097)  0.08
H (-1.465, 0.017, -1.387)  -0.02
H (-0.873, -1.189, 1.459)  -0.23

Cartesian forces (eV/Å) of the 2 atoms listed first:
C 0.6 -0.4 -0.1
C -2.6 2.1 -0.2

## Properties
Kohn-Sham gap (spin up / spin down) = 0.1510 / 0.3275 Eh
Total energy = -84499.934 eV
Spin multiplicity = 3
ΔE to the lowest compared entry with this formula, charge and spin = 211.3 kJ/mol

***

Record 3
The following is a quantum chemistry calculation of C7H16O in the gas phase in a non-equilibrium geometry, from the OMol25 dataset.

Each line ends with the Löwdin charge.
Cartesian coordinates (Å):
C (-1.410, 0.663, 1.143)  -0.07
C (-0.644, 0.207, -0.097)  -0.47
C (-1.283, 0.873, -1.305)  -0.06
C (-1.050, -1.474, -0.264)  -0.03
C (0.817, 0.030, 0.059)  -0.39
C (1.433, 0.814, 1.219)  -0.04
C (1.667, -1.220, -0.127)  -0.06
O (1.372, 1.024, -1.228)  -0.14
H (-1.178, 1.708, 1.337)  0.09
H (-2.486, 0.589, 0.992)  0.08
H (-1.198, 0.047, 2.014)  0.08
H (-0.810, 0.591, -2.241)  0.08
H (-2.327, 0.578, -1.417)  0.08
H (-1.266, 1.952, -1.166)  0.09
H (-2.134, -1.484, -0.183)  0.06
H (-0.842, -1.807, -1.278)  0.07
H (-0.723, -2.124, 0.542)  0.07
H (2.497, 0.630, 1.352)  0.08
H (1.336, 1.879, 1.023)  0.09
H (0.998, 0.569, 2.183)  0.08
H (2.715, -0.937, -0.206)  0.09
H (1.602, -1.870, 0.745)  0.09
H (1.466, -1.745, -1.058)  0.08
H (1.448, 0.507, -2.039)  0.05

Cartesian forces (eV/Å) of the 2 atoms listed first:
C 0.2 0.1 0.0
C -2.8 -5.5 0.2

## Properties
Kohn-Sham gap = 0.3845 Eh
Total energy = -9564.218 eV
ΔE to the lowest compared entry with this formula, charge and spin = 198.1 kJ/mol

***

- Which of these has the highest total energy?
  C7H16O

***

- Look up the ΔE to the lowest compared entry with this formula, charge and spin of the first one.
  0.0 kJ/mol

***

- Among the records above, which one has the lowest total energy?
  C2H4BrNS

***

- The lowest total energy belongs to which entry?
  C2H4BrNS